28
Properties=species:S:1:pos:R:3:forces:R:3 method="wB97M-V/def2-TZVPD" homo_ev="-11.7 / -11.7" relative_energy_ev=4.978 energy_ha=-549.65672 spin_multiplicity=1 lumo_ha="-0.14181 / -0.14180" gap_ha="0.2895 / 0.2894" total_charge=+1
C 1.1166 -0.2156 1.2849 -0.87 -0.46 -0.61
C 2.4468 -0.4709 1.2460 -1.52 -0.19 2.21
C 2.5326 -1.1691 -0.8804 0.72 -1.84 -2.92
C 1.0637 -0.9982 -1.1239 0.22 -0.21 0.70
C 0.3689 -0.3848 0.0697 0.62 1.54 -1.31
C -1.8433 -0.8277 -1.0664 -0.46 1.81 0.80
C -1.7766 -0.7653 1.2978 0.90 -1.35 0.94
N 3.1424 -0.9668 0.1912 1.41 0.08 -0.39
N -0.4641 2.1670 0.0007 -0.62 0.03 1.60
N 1.9678 2.1418 -0.2902 0.95 -0.28 2.54
N 0.7164 1.6204 -0.5970 0.44 -1.29 0.05
N -1.0797 -0.3321 0.0616 0.88 0.84 1.41
H 0.5884 0.1840 2.1560 0.63 -0.36 -0.11
H 2.9202 -0.5639 2.2068 0.62 0.61 0.16
H 3.1566 -1.5867 -1.7976 -1.32 0.89 1.89
H 1.0421 -0.3692 -1.9924 -0.48 0.66 -0.54
H 0.6004 -1.9242 -1.4565 0.13 -0.44 0.12
H -2.7509 -0.1863 -1.0106 0.13 -1.31 -0.54
H -1.3045 -0.6098 -1.9150 0.89 0.71 -2.24
H -1.9023 -1.8779 -1.0231 -0.90 -1.28 0.25
H -1.5519 -1.9082 1.4905 -0.58 2.36 -0.26
H -1.3541 -0.1352 2.0834 -0.37 -0.54 0.31
H -2.8635 -0.5675 1.2430 0.67 -0.21 -0.23
H -0.6099 2.7134 0.9110 1.42 -0.93 -1.32
H -1.0837 2.6004 -0.6580 0.25 0.52 -0.83
H 2.7559 1.9078 -0.9242 -1.69 -0.01 -0.50
H 2.4679 1.8273 0.6495 -1.90 0.54 -1.37
H -1.0479 0.9371 0.0747 -0.19 0.12 0.17

=====

12
Properties=species:S:1:pos:R:3:forces:R:3 method="wB97M-V/def2-TZVPD" homo_ev="-7.3 / -7.3" relative_energy_ev=7.364 energy_ha=-269.07562 spin_multiplicity=1 lumo_ha="0.03372 / 0.03373" gap_ha="0.3028 / 0.3028"
C -0.8555 -0.0706 -0.9140 -2.67 -0.41 2.48
C -0.6967 -0.8062 0.8288 -0.03 0.37 -4.24
C 1.0477 -0.4606 0.0343 1.51 0.13 2.96
O 1.3073 0.5785 -0.8323 -1.06 0.01 -1.07
C -0.0082 1.0369 -0.3562 0.64 0.28 0.25
C 0.2121 0.2816 1.0015 1.56 1.06 -0.03
H -1.9004 -0.0440 -0.7089 -0.86 0.92 -0.71
H -0.6530 -0.3091 -1.9396 0.57 -0.92 -0.23
H -0.5579 -1.7159 1.3530 0.11 -1.25 -0.09
H 1.7487 -1.2639 0.1151 0.10 -0.35 0.24
H -0.1889 2.0979 -0.5202 -0.06 -0.15 -0.05
H 0.5448 0.6753 1.9384 0.20 0.30 0.49

=====

11
Properties=species:S:1:pos:R:3:forces:R:3 method="wB97M-V/def2-TZVPD" homo_ev=-9.8 relative_energy_ev=3.150 energy_ha=-360.25570 spin_multiplicity=1 smiles="N#CC1=CC=CC1=O" lumo_ha=-0.06650 gap_ha=0.2922
N 3.4782 0.4313 0.0600 -5.04 1.32 1.65
C 2.2953 0.6011 0.2401 3.74 -2.16 -3.58
C 0.9329 0.2398 -0.2499 -3.12 -1.12 3.14
C 0.3819 -1.0525 -0.2516 -0.25 3.10 -0.10
C -1.2107 -0.9320 -0.0782 0.80 -0.29 0.24
C -1.6512 0.3831 0.3121 0.98 -3.94 -0.14
C -0.4571 1.2263 0.0315 2.20 4.40 -2.75
O -0.4574 2.4586 -0.3178 -0.11 -5.44 2.17
H 0.9290 -2.0425 -0.2948 -0.85 1.42 0.06
H -1.6278 -2.0527 -0.2956 -0.04 3.39 0.98
H -2.6133 0.7397 0.8442 1.68 -0.68 -1.68

=====

10
Properties=species:S:1:pos:R:3:forces:R:3 method="wB97M-V/def2-TZVPD" homo_ev=-9.3 relative_energy_ev=1.974 energy_ha=-544.31036 spin_multiplicity=1 lumo_ha=0.01256 gap_ha=0.3550
C 0.9880 -0.3926 -0.2627 1.50 2.97 1.97
C -1.4557 -1.6588 -0.4276 -1.92 -1.54 1.35
C 1.3633 0.8982 0.3189 2.75 -0.95 1.54
N 0.3628 -1.2424 -0.6569 0.98 -2.49 -1.67
O -1.5765 -2.5326 0.3055 0.06 0.61 -0.82
I -2.5333 1.4009 -0.3876 0.28 0.07 0.11
H 2.4453 1.1720 0.3408 -0.50 -0.48 -1.39
H 0.7883 1.5689 -0.2425 -0.83 1.60 -0.09
H 1.3587 0.9286 1.4323 -1.56 -0.23 -0.67
H -1.7410 -0.1422 -0.4203 -0.76 0.43 -0.33